57
Properties=species:S:1:pos:R:3:lowdin_charge:R:1 method="wB97M-V/def2-TZVPD" e_tot_ev=-46850.9740 spin_multiplicity=4 lumo_ev="-12.26 / -12.12" total_charge=+3 gap_ev="5.46 / 5.53"
Re -1.15 -1.46 1.03 1.578
C -4.21 1.44 1.99 0.065
C -3.48 0.36 1.27 -0.404
O -2.58 -0.32 1.89 -0.163
N -3.77 0.12 0.01 0.140
C -3.47 -1.07 -0.78 -0.060
C -2.19 -1.10 -1.65 -0.330
C -2.44 -1.94 -2.90 0.023
C -1.57 -1.93 -3.90 0.031
C -0.26 -1.21 -3.76 -0.123
C -0.31 -0.06 -2.71 -0.027
N -0.97 -1.48 -0.89 -0.070
H -3.82 1.56 3.00 0.112
H -5.27 1.18 2.06 0.128
H -4.13 2.38 1.45 0.124
H -4.42 0.77 -0.42 0.186
H -4.31 -1.21 -1.45 0.156
H -3.47 -1.96 -0.12 0.140
H -3.37 -2.49 -2.95 0.136
H -1.74 -2.51 -4.79 0.149
H 0.18 -0.95 -4.72 0.167
H 0.31 0.80 -2.94 0.183
O -2.27 1.31 -2.13 0.206
C -1.69 0.27 -2.22 -0.263
C 0.23 -1.06 -1.63 -0.350
C 0.65 -2.04 -2.78 -0.116
C 2.10 -1.93 -3.13 0.029
C 3.00 -1.31 -2.36 -0.011
C 2.62 -0.78 -1.07 0.002
C 1.33 -0.67 -0.70 -0.277
P 0.82 -0.14 0.94 0.987
C 0.50 1.63 0.95 -0.367
C 1.25 2.45 0.11 -0.064
C 1.10 3.82 0.20 -0.020
C 0.20 4.37 1.10 -0.009
C -0.55 3.55 1.93 -0.035
C -0.40 2.17 1.87 -0.095
C 2.09 -0.56 2.13 -0.367
C 2.31 -1.92 2.41 -0.097
C 3.32 -2.27 3.28 -0.029
C 4.10 -1.28 3.87 0.001
C 3.88 0.07 3.59 -0.015
C 2.85 0.44 2.73 -0.046
H 0.36 -3.08 -2.67 0.171
H 2.39 -2.43 -4.05 0.149
H 4.04 -1.27 -2.65 0.133
H 3.41 -0.49 -0.39 0.137
H 1.95 2.02 -0.60 0.113
H 1.70 4.47 -0.43 0.131
H 0.09 5.44 1.17 0.133
H -1.24 3.99 2.64 0.126
H -0.95 1.53 2.55 0.095
H 1.69 -2.68 1.94 0.093
H 3.51 -3.31 3.50 0.130
H 4.87 -1.55 4.58 0.134
H 4.50 0.83 4.05 0.132
H 2.66 1.49 2.54 0.117

***

72
Properties=species:S:1:pos:R:3:lowdin_charge:R:1 method="wB97M-V/def2-TZVPD" e_tot_ev=-245234.3755 spin_multiplicity=3 lumo_ev="1.25 / 1.26" total_charge=-1 gap_ev="5.72 / 5.79"
V 0.13 -0.40 0.12 0.295
O 3.13 -1.35 2.42 -0.257
S 2.70 -0.82 1.16 0.568
O 1.99 -1.71 0.23 -0.426
N 1.70 0.41 1.25 -0.212
C 1.37 1.09 2.42 -0.262
C 2.21 1.48 3.43 -0.018
C 1.70 2.22 4.52 -0.073
C 0.38 2.56 4.60 -0.044
C -0.51 2.15 3.58 -0.146
C -1.90 2.43 3.58 0.000
C -2.68 1.97 2.56 -0.026
C -2.10 1.20 1.54 -0.144
N -0.82 0.93 1.51 -0.053
C -0.01 1.41 2.50 -0.169
C 4.16 -0.27 0.30 -0.266
C 4.78 -1.13 -0.60 -0.052
C 5.95 -0.72 -1.22 -0.067
C 6.49 0.53 -0.93 -0.080
C 5.87 1.37 -0.02 -0.073
C 4.70 0.97 0.60 -0.071
H 3.25 1.21 3.40 0.104
H 2.38 2.51 5.31 0.103
H 0.00 3.13 5.44 0.108
H -2.33 3.01 4.39 0.117
H -3.75 2.16 2.53 0.111
H -2.70 0.80 0.73 0.101
H 4.33 -2.09 -0.81 0.125
H 6.43 -1.37 -1.93 0.112
H 7.40 0.84 -1.43 0.108
H 6.30 2.34 0.20 0.108
H 4.19 1.62 1.31 0.106
Se -0.45 -2.03 2.01 -0.011
Te -2.88 -2.47 1.73 0.124
Te -2.44 -3.66 -0.66 0.096
Se -1.37 -1.60 -1.60 -0.137
C 4.10 6.54 -4.81 -0.116
C 3.53 5.15 -4.56 -0.314
S 4.56 3.93 -5.35 0.638
O 4.49 4.12 -6.77 -0.310
O 5.86 3.94 -4.70 -0.319
C 3.75 2.40 -4.93 -0.201
C 4.18 1.90 -3.56 -0.143
N 3.25 0.93 -3.01 0.074
C 2.39 1.17 -2.00 -0.296
N 1.65 0.10 -1.72 0.057
C 2.04 -0.87 -2.57 -0.035
C 3.03 -0.39 -3.37 -0.139
N 3.81 -1.10 -4.31 -0.331
O 4.74 -0.52 -4.86 0.064
O 3.56 -2.28 -4.46 0.096
C 2.29 2.48 -1.29 0.015
H 3.48 7.29 -4.32 0.077
H 4.13 6.75 -5.88 0.077
H 5.12 6.62 -4.42 0.074
H 2.53 5.02 -4.97 0.067
H 3.51 4.90 -3.50 0.094
H 4.03 1.70 -5.72 0.103
H 2.67 2.60 -4.99 0.090
H 4.23 2.72 -2.85 0.107
H 5.17 1.46 -3.61 0.117
H 1.60 -1.86 -2.56 0.108
H 3.26 2.79 -0.90 0.078
H 1.59 2.38 -0.47 0.069
H 1.93 3.26 -1.97 0.075
N -0.62 1.22 -1.07 0.049
C -0.94 2.11 -1.73 -0.146
C -1.25 3.21 -2.52 -0.262
C -0.32 3.58 -3.52 -0.225
N 0.49 3.85 -4.30 0.145
C -2.39 4.00 -2.26 -0.251
N -3.32 4.64 -2.05 0.112

***

64
Properties=species:S:1:pos:R:3:lowdin_charge:R:1 method="wB97M-V/def2-TZVPD" e_tot_ev=-63968.5195 lumo_ev="-0.52 / -0.52" total_charge=0 gap_ev="6.03 / 6.03"
Au -0.20 -0.08 0.03 0.803
C -2.71 -0.10 -2.38 -0.121
N -2.32 -1.03 -1.33 -0.142
C -3.22 -1.24 -0.22 -0.175
C -3.12 -0.10 0.73 -0.292
N -2.01 0.52 1.02 0.029
C -2.34 1.57 1.84 -0.213
C -1.57 2.60 2.37 -0.010
C -2.21 3.54 3.15 -0.088
C -3.58 3.47 3.41 -0.092
C -4.37 2.47 2.87 -0.020
C -3.73 1.53 2.07 -0.182
N -4.19 0.46 1.35 0.179
C -1.61 0.90 -2.57 -0.343
N -1.27 1.80 -1.69 0.124
C -0.15 2.41 -2.19 -0.266
C 0.61 3.45 -1.66 -0.023
C 1.72 3.86 -2.38 -0.106
C 2.06 3.26 -3.59 -0.108
C 1.31 2.24 -4.14 -0.027
C 0.20 1.83 -3.43 -0.211
N -0.76 0.86 -3.64 0.164
H -3.62 0.44 -2.08 0.128
H -2.91 -0.61 -3.33 0.123
H -1.97 -1.90 -1.71 0.054
H -2.87 -2.15 0.30 0.082
H -4.27 -1.38 -0.52 0.126
H -0.51 2.65 2.16 0.103
H -1.65 4.36 3.57 0.101
H -4.03 4.23 4.03 0.102
H -5.43 2.43 3.05 0.109
H -5.13 0.11 1.33 0.169
H 0.33 3.90 -0.72 0.109
H 2.34 4.65 -1.99 0.102
H 2.95 3.59 -4.11 0.100
H 1.59 1.78 -5.08 0.107
H -0.79 0.20 -4.39 0.161
F 2.20 -5.89 4.26 0.109
C 1.62 -5.17 3.29 -0.137
C 0.31 -4.74 3.41 -0.144
F -0.41 -5.07 4.49 0.106
C -0.26 -3.97 2.40 -0.238
F -1.53 -3.54 2.55 0.063
C 0.43 -3.65 1.22 -0.561
S -0.32 -2.79 -0.06 0.673
C 1.74 -4.14 1.12 -0.268
F 2.44 -3.92 -0.01 0.062
C 2.34 -4.88 2.13 -0.145
F 3.59 -5.33 1.98 0.109
C 3.39 1.21 -0.56 -0.039
C 2.88 -0.24 -0.49 -0.674
C 3.77 -1.15 -1.36 -0.054
C 2.96 -0.67 0.98 -0.065
C 1.49 -0.32 -1.00 -0.081
H 4.40 1.26 -0.15 0.091
H 2.74 1.86 0.02 0.077
H 3.41 1.57 -1.59 0.071
H 4.81 -1.08 -1.04 0.084
H 3.71 -0.85 -2.41 0.081
H 3.45 -2.18 -1.28 0.069
H 3.99 -0.66 1.33 0.090
H 2.55 -1.67 1.11 0.053
H 2.37 0.01 1.59 0.068
H 1.38 -0.54 -2.06 0.047

***

68
Properties=species:S:1:pos:R:3:lowdin_charge:R:1 method="wB97M-V/def2-TZVPD" e_tot_ev=-79177.7559 spin_multiplicity=8 lumo_ev="0.39 / 0.39" total_charge=0 gap_ev="5.86 / 7.57"
Eu -1.19 -1.17 0.68 1.334
C -1.94 2.52 3.60 -0.061
C -2.23 1.29 2.99 -0.182
N -1.32 0.96 2.10 -0.057
N -0.41 1.98 2.09 0.019
C -0.77 2.92 2.99 -0.075
B 0.78 1.81 1.09 -0.595
N 0.23 1.74 -0.38 0.009
C 0.18 2.77 -1.26 -0.074
C -0.57 2.38 -2.35 -0.055
C -0.99 1.08 -2.02 -0.161
N -0.51 0.70 -0.85 -0.057
N 1.63 0.56 1.52 0.013
C 2.86 0.57 2.11 -0.077
C 3.13 -0.70 2.57 -0.058
C 1.98 -1.43 2.23 -0.168
N 1.09 -0.68 1.61 -0.075
N 1.77 3.00 1.06 -0.048
C 2.86 3.05 0.25 -0.139
C 3.47 4.27 0.41 -0.068
C 2.66 4.92 1.36 -0.161
N 1.63 4.17 1.73 0.077
H -2.50 3.05 4.36 0.089
H -3.07 0.63 3.15 0.091
H -0.17 3.81 3.12 0.093
H 0.68 3.70 -1.05 0.122
H -0.80 2.96 -3.22 0.093
H -1.62 0.40 -2.57 0.107
H 3.43 1.47 2.18 0.117
H 4.02 -1.04 3.08 0.090
H 1.76 -2.48 2.39 0.102
H 3.11 2.20 -0.38 0.124
H 4.36 4.63 -0.07 0.088
H 2.77 5.91 1.78 0.097
O -2.25 -2.64 -0.79 -0.367
N -3.14 -2.16 -1.64 -0.232
C -3.12 -2.65 -2.91 -0.040
C -3.99 -2.19 -3.86 -0.078
C -4.91 -1.21 -3.49 -0.087
C -4.92 -0.72 -2.21 -0.105
C -4.01 -1.18 -1.23 -0.722
S -3.97 -0.57 0.37 0.523
H -2.37 -3.40 -3.06 0.130
H -3.94 -2.60 -4.86 0.101
H -5.62 -0.82 -4.22 0.105
H -5.61 0.05 -1.90 0.098
N -2.97 -4.17 3.73 0.059
C -2.35 -3.40 4.71 -0.089
C -1.60 -2.50 4.02 -0.147
N -1.75 -2.70 2.66 -0.060
C -2.58 -3.69 2.52 -0.195
H -3.61 -4.93 3.87 0.148
H -2.51 -3.58 5.76 0.108
H -0.97 -1.72 4.41 0.102
H -2.92 -4.09 1.58 0.122
N 0.64 -2.11 -0.91 0.120
C 1.48 -1.86 -1.66 -0.100
C 2.55 -1.30 -2.50 -0.206
C 2.45 0.04 -2.86 -0.022
C 3.46 0.60 -3.63 -0.061
C 4.54 -0.17 -4.03 -0.074
C 4.63 -1.50 -3.66 -0.073
C 3.63 -2.08 -2.89 -0.037
H 1.59 0.62 -2.54 0.091
H 3.39 1.64 -3.91 0.110
H 5.33 0.27 -4.63 0.106
H 5.48 -2.10 -3.97 0.106
H 3.69 -3.12 -2.59 0.119